# 1
Density functional theory data (ωB97M-V/def2-TZVPD) for a cluster of 2 separate species, C3H9S in total.

The geometry in XYZ format:
```
13
Properties=species:S:1:pos:R:3:forces:R:3
S 1.970726 0.099266 1.648054 1.5 -0.5 1.2
H 0.994610 0.412548 0.888469 -1.3 0.4 -1.1
C -1.182062 1.068603 -0.522685 1.3 0.9 1.8
C -0.950409 -0.454712 -0.622054 0.0 0.3 -1.9
C -1.615803 -0.914699 -1.942124 0.8 0.4 -0.9
H -0.915393 1.601473 -1.471158 -0.9 -0.4 0.6
H -0.405229 1.463679 0.188504 -0.6 -0.2 -0.5
H -2.146929 1.401265 0.008197 1.0 -0.7 -1.4
H -1.343795 -0.953043 0.244380 -0.2 -0.3 0.4
H 0.122286 -0.738468 -0.728625 -0.7 0.6 0.5
H -1.716887 -1.988733 -2.103846 0.2 -0.1 0.2
H -2.600259 -0.494013 -2.047824 -0.7 0.2 0.1
H -1.030366 -0.488115 -2.825780 -0.6 -0.6 1.1
```
Forces are in eV/Å.

Output
- Energy relative to the best compared isomer or geometry (same formula, charge and spin): 12.7 kcal per mole
- DFT total energy: -517.89373 hartree
- Net charge: -1

Per-atom natural (NBO) charges, elementary charge units: -1.04 0.05 -0.64 -0.41 -0.60 0.20 0.24 0.20 0.21 0.23 0.19 0.18 0.19

---

# 2
Density functional theory data (ωB97M-V/def2-TZVPD) for a cluster of 2 separate species, C5H17BNO4SSi in total.

The geometry in XYZ format:
```
30
Properties=species:S:1:pos:R:3:forces:R:3
C -0.065737 -0.432972 1.469117 -0.5 0.0 -0.1
Si -0.512281 1.377160 1.016865 0.6 0.2 -0.1
C -1.203521 1.363234 -0.772153 -0.3 -0.2 0.5
C -1.850921 2.038240 2.207392 0.1 -0.4 -0.3
B 1.126696 2.553363 1.150097 0.0 0.6 0.5
N 0.899848 3.725473 2.200832 -0.1 -0.2 0.0
H -0.684396 -1.190193 0.978081 -0.1 0.0 0.0
H 0.963811 -0.589152 1.155619 0.2 0.0 0.0
H -0.139297 -0.599417 2.545060 0.1 0.0 0.1
H -2.117097 1.958470 -0.806279 0.0 0.2 -0.2
H -1.465176 0.365415 -1.127947 0.0 -0.1 -0.1
H -0.447803 1.797457 -1.418525 0.0 0.1 -0.2
H -2.840760 1.586655 2.122141 -0.1 0.0 0.0
H -1.909122 3.110417 2.029720 -0.1 0.1 0.0
H -1.477592 1.904516 3.222465 -0.1 0.0 0.2
H 2.112381 1.875672 1.459141 0.1 -0.2 -0.2
H 1.293055 3.075026 0.051889 0.1 -0.1 -0.1
H 1.754929 4.267532 2.292820 0.0 0.0 0.0
H 0.750725 3.335941 3.129684 0.0 0.1 0.0
C -0.323580 -3.563678 -1.773743 -0.1 -0.2 -0.1
C 1.174271 -3.770452 -1.876059 0.1 0.0 0.2
O 1.603546 -2.744105 -2.774040 -0.3 -0.1 -0.2
S 0.706267 -1.422501 -2.546489 0.0 -0.1 0.2
O 1.389322 -0.558589 -1.662368 -0.1 0.1 -0.1
O 0.231200 -0.998544 -3.814586 0.1 0.0 0.0
O -0.483838 -2.146477 -1.746830 0.2 0.1 -0.1
H -0.844701 -3.965514 -2.646444 0.0 0.0 0.0
H -0.743814 -3.983873 -0.863598 0.0 0.1 0.1
H 1.437527 -4.740038 -2.290806 0.1 0.1 -0.1
H 1.666057 -3.629067 -0.911055 0.0 0.0 0.0
```
Forces are in eV/Å.

Output
- Energy relative to the best compared isomer or geometry (same formula, charge and spin): 0.0 kcal per mole
- DFT total energy: -1268.96911 hartree
- Net charge: -1

Per-atom natural (NBO) charges, elementary charge units: -1.09 1.36 -1.09 -1.10 -0.43 -1.08 0.19 0.23 0.21 0.21 0.20 0.24 0.20 0.24 0.21 -0.09 -0.06 0.33 0.32 -0.09 -0.10 -0.69 2.54 -0.86 -0.90 -0.68 0.18 0.21 0.20 0.20

---

# 3
Density functional theory data (ωB97M-V/def2-TZVPD) for an isolated molecule of C2H3F3.

The geometry in XYZ format:
```
8
Properties=species:S:1:pos:R:3:forces:R:3
F -1.813475 -0.063418 0.130792 -3.3 1.7 1.9
C -0.704310 -0.601159 -0.220216 4.1 -2.5 -2.8
C 0.585411 -0.002879 0.433146 -3.7 0.8 -0.8
F 1.624666 -0.607059 -0.109946 0.9 0.1 -0.3
F 0.333125 1.288025 -0.169694 2.1 -0.3 1.8
H -0.478753 -0.222535 -1.274611 -0.4 -1.2 0.9
H -0.774996 -1.722736 -0.204780 0.2 0.9 0.2
H 0.668296 0.011568 1.541441 0.0 0.6 -0.8
```
Forces are in eV/Å.

Output
- Energy relative to the best compared isomer or geometry (same formula, charge and spin): 40.5 kcal per mole
- DFT total energy: -377.56163 hartree
- Structure (SMILES): FCC(F)F
- Net charge: 0

Per-atom natural (NBO) charges, elementary charge units: -0.32 0.02 0.52 -0.32 -0.38 0.17 0.15 0.15

---

# 4
Density functional theory data (ωB97M-V/def2-TZVPD) for a structure of composition C40H96AsBF10N5O3Tl.

The geometry in XYZ format:
```
157
Properties=species:S:1:pos:R:3:forces:R:3
Tl -1.330576 5.248838 0.142717 -0.3 -0.1 -0.7
As 0.308320 1.612009 0.476129 -0.8 0.2 -2.1
F -0.845387 2.727133 1.216133 0.0 -0.2 0.1
F 0.795743 2.926537 -0.593488 -0.1 -0.4 0.5
F 1.494504 0.552726 -0.309983 -0.5 0.4 0.6
F -0.225287 0.326215 1.510707 0.2 0.1 0.2
F -0.941205 1.143704 -0.707069 1.2 0.3 1.1
F 1.475596 2.149644 1.645304 0.0 -0.4 -0.1
C -5.008789 3.840804 6.648912 0.6 -0.2 -0.6
C -4.243896 2.950892 5.640686 -0.7 -0.2 1.1
N -2.735171 2.850268 5.909616 -0.3 1.4 0.6
C -2.144324 4.261125 5.796423 0.3 -1.5 0.5
C -2.475660 2.374729 7.350615 0.0 -1.1 -0.9
C -3.208179 1.084502 7.683109 -0.1 -0.2 0.4
C -2.121732 1.999932 4.814021 -0.3 -0.2 1.1
C -0.646839 1.623605 4.994292 -0.4 0.7 0.0
O -0.595477 0.522619 5.872876 0.3 0.0 -0.3
C 0.660879 0.320157 6.510274 -0.2 -0.6 0.4
H -4.754006 3.587550 7.677307 0.3 0.3 0.0
H -6.070524 3.596829 6.624264 0.0 0.2 -0.5
H -4.844613 4.883827 6.391307 -0.2 0.1 0.5
H -4.371537 3.256812 4.604709 0.0 0.1 0.0
H -4.708108 1.976573 5.789368 0.6 -0.3 -0.4
H -1.075536 4.117787 5.944773 0.1 0.3 -0.2
H -2.500047 4.838802 6.643365 -0.3 0.3 -0.4
H -2.362568 4.613992 4.793688 -0.1 0.4 0.2
H -2.718610 3.163411 8.056882 -0.1 0.1 -0.3
H -1.405238 2.184539 7.402382 0.0 0.2 0.0
H -2.803400 0.748552 8.639313 -0.1 -0.1 0.0
H -3.060387 0.266269 6.977346 0.3 0.2 -0.1
H -4.286105 1.166112 7.817512 0.0 0.4 0.1
H -2.367471 2.563428 3.917210 0.4 -0.3 -0.3
H -2.685695 1.068137 4.869271 0.0 0.0 -0.4
H -0.013271 2.447474 5.340181 -0.1 0.0 0.3
H -0.210380 1.430745 4.002262 -0.1 -0.5 -0.1
H 1.462632 0.243690 5.772673 0.2 0.5 0.1
H 0.640532 -0.618990 7.063738 -0.4 -0.1 -0.2
H 0.815627 1.070237 7.292860 0.3 0.4 -0.4
C -2.365907 0.905390 -5.173354 -0.7 0.3 -0.2
C -3.523682 0.527005 -6.122589 1.7 1.0 -1.3
N -4.635078 1.545709 -6.280141 -1.8 -0.9 1.1
C -5.660582 1.066409 -7.283490 0.5 -0.4 -0.6
C -5.375474 1.606347 -4.924598 -0.5 0.4 -0.3
C -6.051573 0.330053 -4.454014 1.3 -0.6 0.3
C -4.145620 2.960575 -6.556752 -0.4 -1.3 1.1
C -3.218143 3.134465 -7.721626 -0.3 -0.1 0.0
O -3.658922 2.538223 -8.913515 1.3 1.5 -0.4
C -2.988051 3.022771 -10.059548 -0.9 0.2 -0.8
H -2.641744 0.992537 -4.123016 0.0 -0.2 0.0
H -1.919014 1.868460 -5.434758 0.0 0.0 -0.1
H -1.577448 0.165820 -5.301006 -0.1 -0.1 0.1
H -3.856938 -0.495951 -5.975454 -0.7 0.3 0.2
H -3.102155 0.541400 -7.131947 0.2 -0.4 0.0
H -6.522895 1.726318 -7.347885 0.2 0.3 0.2
H -6.011989 0.070442 -7.029206 0.1 0.1 0.3
H -5.176296 0.967469 -8.249933 -0.1 0.1 0.0
H -6.119876 2.397190 -5.021380 0.2 0.1 -0.1
H -4.610625 1.916756 -4.215137 -0.2 0.1 0.1
H -5.263033 -0.383287 -4.193787 -0.1 -0.1 0.2
H -6.703145 -0.240286 -5.110207 -0.4 0.6 -0.1
H -6.545252 0.589104 -3.518822 -0.2 -0.1 -0.1
H -3.699429 3.181218 -5.584719 0.6 0.8 -0.4
H -5.006777 3.628579 -6.623303 -0.2 -0.2 -0.3
H -2.199234 2.736615 -7.533060 0.2 -0.2 0.2
H -3.013307 4.203199 -7.878178 0.0 0.1 0.0
H -1.948517 2.653570 -10.140159 0.2 -0.6 0.1
H -2.784298 4.104491 -10.086231 -0.2 0.3 0.7
H -3.554152 2.798249 -10.961257 0.0 -0.6 0.2
C 4.543454 -3.915668 -5.397659 -0.2 -0.6 0.4
C 3.779389 -3.761058 -4.076248 -1.2 -1.5 -0.2
N 4.553291 -3.455575 -2.806139 0.7 1.4 -1.6
C 5.152161 -2.072095 -3.145592 0.3 -1.2 0.6
C 3.723521 -3.394131 -1.530900 -0.8 0.5 -0.3
C 2.701758 -2.250374 -1.400808 0.1 0.5 0.0
C 5.737915 -4.404037 -2.629298 -0.4 -0.2 1.2
C 5.414842 -5.889111 -2.764315 -0.5 0.5 -0.2
O 4.363746 -6.306363 -1.902362 0.8 -0.6 -1.0
C 3.787721 -7.561431 -2.347659 -0.3 0.8 1.3
H 5.340977 -4.648263 -5.263138 0.5 0.5 -0.1
H 4.840111 -3.011451 -5.921767 0.3 0.0 0.3
H 3.902289 -4.466699 -6.089360 -0.4 0.3 0.1
H 3.289994 -4.725493 -3.917927 0.1 -0.1 0.3
H 2.928256 -3.086156 -4.155463 0.3 0.4 0.2
H 4.390655 -1.391764 -3.513580 -0.2 0.0 0.4
H 5.843685 -2.263625 -3.961273 0.2 0.2 0.2
H 5.666199 -1.776095 -2.234119 0.1 0.5 -0.2
H 4.439074 -3.278945 -0.719135 0.1 -0.2 0.0
H 3.203371 -4.342828 -1.425279 0.2 -0.1 -0.1
H 3.153609 -1.262503 -1.314033 0.3 -0.1 -0.1
H 2.163389 -2.360201 -0.458247 0.1 -0.3 0.0
H 1.915287 -2.131937 -2.146623 0.2 -0.5 -0.3
H 6.107760 -4.254597 -1.612464 -0.2 0.2 0.1
H 6.582864 -4.100328 -3.243991 -0.3 -0.2 -0.5
H 6.354996 -6.403453 -2.518952 0.0 -0.3 0.1
H 5.134440 -6.181489 -3.779094 0.3 -0.1 -0.1
H 3.072545 -7.783874 -1.561212 -0.2 -0.2 -0.3
H 4.526500 -8.368111 -2.404345 0.3 0.1 -0.2
H 3.315621 -7.404685 -3.322000 0.0 -0.1 -0.1
C -3.602948 -1.204319 0.839830 -0.8 0.1 1.0
C -2.595777 -2.086623 1.585949 0.2 0.0 0.0
C -2.683533 -1.912554 3.111002 0.2 -0.8 0.0
N -1.684535 -2.786006 3.849750 1.1 -0.7 -0.1
C -0.251753 -2.371178 3.584932 0.0 -0.4 0.4
C -1.840230 -4.268072 3.452086 0.2 -0.9 1.3
C -1.861500 -5.065436 4.762741 -0.6 1.1 1.2
C -2.413721 -4.051654 5.794562 -1.3 -1.8 0.6
C -1.857541 -2.740894 5.410300 -0.4 -0.1 -1.2
H -3.627850 -0.190041 1.242326 0.4 0.2 -0.4
H -4.609787 -1.563128 1.074587 0.0 -0.2 0.0
H -3.563001 -1.212105 -0.245692 0.5 0.1 0.1
H -1.553131 -1.909029 1.318502 -0.1 0.3 -0.4
H -2.812416 -3.114463 1.293985 0.1 -0.1 0.2
H -3.649529 -2.241837 3.496442 -0.1 0.3 0.0
H -2.448802 -0.899893 3.437117 -0.2 0.1 -0.2
H 0.058209 -2.574205 2.564654 -0.3 0.3 -0.1
H 0.391646 -2.969325 4.230585 -0.1 -0.2 -0.1
H -0.084558 -1.343447 3.901219 -0.3 0.2 -0.3
H -0.985629 -4.638971 2.892271 -0.2 0.6 -0.6
H -2.787721 -4.454918 2.956298 0.1 0.4 -0.3
H -0.885487 -5.358977 5.146154 0.1 -0.4 -0.6
H -2.574223 -5.885090 4.736436 0.5 -0.4 -0.3
H -2.171655 -4.341891 6.819514 0.6 0.2 -0.1
H -3.501159 -4.135297 5.879271 -0.1 0.5 -0.7
H -0.848077 -2.737905 5.812413 -0.1 1.0 0.1
H -2.556358 -1.931952 5.607076 0.6 0.4 0.4
C 4.007401 0.004770 3.434423 -0.4 0.1 0.4
C 4.753307 1.044332 2.596195 -0.4 0.3 -0.2
C 4.484206 0.815372 1.106343 1.7 -0.6 -0.8
N 5.357815 1.650206 0.156163 -2.0 1.4 0.0
C 6.834110 1.514425 0.354598 0.3 -0.1 -0.8
C 4.974844 3.119815 0.300792 0.1 0.6 0.5
C 5.051917 3.729255 -1.093133 0.7 0.5 0.9
C 4.341930 2.683055 -1.888491 -0.3 -0.6 -0.9
C 4.884915 1.385341 -1.304517 1.6 -0.6 -0.2
H 4.329907 0.016109 4.475613 0.4 -0.1 -0.1
H 4.145335 -0.996816 3.025533 0.1 0.0 0.1
H 2.929427 0.170352 3.518834 0.0 0.2 -0.5
H 5.814449 0.995617 2.840170 0.1 -0.4 -0.3
H 4.503244 2.069355 2.877131 -0.4 -0.1 0.0
H 3.475439 0.922286 0.709046 -0.1 0.3 0.6
H 4.810332 -0.182845 0.794251 -0.2 -0.3 0.5
H 7.150835 1.628840 1.386641 -0.4 -0.3 0.1
H 7.375564 2.289180 -0.190226 -0.4 0.2 -0.1
H 7.172244 0.584636 -0.100334 -0.1 -0.2 0.4
H 5.562762 3.539779 1.115591 0.3 0.2 -0.3
H 3.932370 3.233066 0.605745 -0.1 -0.6 0.1
H 6.076546 3.830160 -1.456748 0.1 0.0 0.1
H 4.633250 4.733802 -1.074264 -0.2 -0.1 -0.2
H 4.595082 2.763551 -2.947090 0.1 -0.2 0.0
H 3.251083 2.691847 -1.859668 0.0 0.2 0.4
H 5.819534 1.076290 -1.778065 -0.1 0.2 -0.3
H 4.224440 0.528249 -1.407505 -0.2 0.1 0.6
B -2.906656 4.410088 -2.522367 0.4 0.8 0.6
F -3.705271 4.203144 -3.624108 -0.2 -0.7 -0.5
F -2.876649 5.799376 -2.271047 0.3 0.4 0.2
F -3.368681 3.815049 -1.342340 -0.2 -0.4 0.2
F -1.578042 3.993810 -2.701107 0.1 -0.2 -0.3
```
Forces are in eV/Å.

Output
- DFT total energy: -5510.60672 hartree
- Net charge: +6

These are the Löwdin partial charges, in e, on atoms 1 to 99: 1.23 0.79 -0.39 -0.29 -0.26 -0.25 -0.26 -0.24 -0.03 -0.15 -0.26 0.05 -0.13 -0.04 -0.07 -0.16 -0.16 -0.02 0.08 0.11 0.09 0.13 0.12 0.10 0.12 0.12 0.14 0.12 0.11 0.06 0.09 0.13 0.12 0.14 0.13 0.10 0.11 0.12 -0.02 -0.14 -0.25 0.04 -0.15 -0.04 -0.04 -0.10 0.04 0.06 0.09 0.08 0.10 0.14 0.12 0.13 0.11 0.10 0.15 0.11 0.08 0.09 0.11 0.12 0.17 0.19 0.18 0.18 0.15 0.14 -0.03 -0.17 -0.24 0.04 -0.13 -0.05 -0.06 -0.14 -0.07 0.03 0.08 0.10 0.11 0.12 0.13 0.11 0.10 0.11 0.13 0.13 0.04 0.09 0.09 0.15 0.15 0.18 0.13 0.12 0.14 0.12 -0.08

---

Max |F|? In order: 2.38; 0.79; 5.51; 2.46 eV/Å.